1.
# C30H55ClF7N2O3

A 2-piece molecular cluster, C30H55ClF7N2O3 overall (ωB97M-V/def2-TZVPD, the OMol25 dataset).

```
98
Properties=species:S:1:pos:R:3:lowdin_charge:R:1
C 2.7320 2.7210 2.6066 -0.1039
C 4.1072 2.9421 1.9685 -0.2498
C 4.5461 1.7233 1.1377 -0.2012
C 3.8922 1.7371 -0.2576 -0.1972
C 3.1098 0.4516 -0.5879 -0.1846
C 2.1525 0.6602 -1.7786 -0.1260
C 0.7239 0.1945 -1.4995 -0.3028
C 0.1471 1.0829 -0.3959 -0.0509
N -1.3299 0.8253 -0.1215 -0.1813
C -1.5768 1.0640 1.3300 -0.1489
C -3.0040 0.7580 1.7835 -0.0327
C -2.1461 1.7292 -1.0318 -0.0930
C -2.5596 3.0798 -0.4770 -0.2358
C -1.4292 4.0894 -0.3113 -0.6046
Cl -2.0348 5.6085 0.3600 0.6702
C -1.6157 -0.5927 -0.4919 -0.0379
C -0.4007 -1.4708 -0.1882 -0.1778
C -0.8526 -2.9172 -0.0366 -0.3752
F 0.2143 -3.7539 -0.0620 0.1384
F -1.7072 -3.2583 -1.0554 0.1089
C -1.6137 -3.1194 1.3398 -0.2647
F -1.2390 -4.2881 1.8992 0.1143
F -2.9608 -3.1531 1.1057 0.0767
N 0.7026 -1.2187 -1.1179 -0.0443
C 0.7437 -2.0756 -2.3275 -0.1468
C 1.8245 -3.1802 -2.2671 -0.1703
C 1.3164 -4.5924 -2.5986 -0.1962
C 2.1002 -5.6987 -1.8587 -0.2043
C 1.1909 -6.7824 -1.2603 -0.2061
C 1.9893 -7.9835 -0.7464 -0.2001
C 2.5774 -7.7678 0.6468 -0.1860
C 2.9159 -9.0889 1.3281 -0.2411
O 1.7683 -9.7216 1.8645 -0.1853
C 1.3410 -9.2024 3.1023 -0.1170
H 2.5937 3.3385 3.4891 0.0712
H 2.6168 1.6722 2.8766 0.0661
H 1.9299 2.9556 1.9025 0.0481
H 4.0592 3.7805 1.2744 0.1020
H 4.8585 3.2016 2.7090 0.1048
H 5.6261 1.7290 1.0152 0.1088
H 4.2561 0.8036 1.6415 0.0995
H 3.1828 2.5630 -0.3453 0.0960
H 4.6253 1.8714 -1.0515 0.1178
H 2.5810 0.1028 0.2980 0.0943
H 3.8094 -0.3408 -0.8437 0.1191
H 2.1528 1.6896 -2.1330 0.1207
H 2.5167 0.0568 -2.6103 0.1159
H 0.1071 0.3738 -2.3930 0.1483
H 0.7106 0.9068 0.5158 0.1245
H 0.2922 2.1148 -0.6905 0.1270
H -1.2962 2.0760 1.5974 0.1273
H -0.8932 0.4136 1.8712 0.1278
H -3.1278 -0.2788 2.0835 0.0767
H -3.7203 0.9265 0.9807 0.0869
H -3.2754 1.4068 2.6092 0.0996
H -3.0349 1.1962 -1.3582 0.1397
H -1.5503 1.8873 -1.9280 0.1390
H -3.1269 3.0214 0.4486 0.0990
H -3.2432 3.5043 -1.2118 0.1303
H -1.0004 4.3121 -1.2879 0.0864
H -0.6131 3.7516 0.3201 0.0506
H -2.4982 -0.9581 0.0282 0.1313
H -1.8436 -0.6500 -1.5523 0.1530
H -0.0402 -1.1873 0.8052 0.1487
H -1.4450 -2.2920 2.0326 0.1568
H -0.2288 -2.4885 -2.5960 0.1192
H 1.0120 -1.4239 -3.1579 0.1125
H 2.6192 -2.9203 -2.9642 0.1118
H 2.2637 -3.1259 -1.2735 0.0997
H 0.2540 -4.6941 -2.3981 0.0922
H 1.5047 -4.7522 -3.6585 0.1119
H 2.8398 -6.1478 -2.5210 0.1111
H 2.6731 -5.2638 -1.0371 0.1040
H 0.4539 -7.0752 -2.0053 0.1127
H 0.6948 -6.3244 -0.4043 0.0976
H 1.3548 -8.8679 -0.7159 0.1150
H 2.8227 -8.1722 -1.4234 0.1124
H 3.4982 -7.1827 0.5952 0.1145
H 1.8916 -7.2255 1.3001 0.1077
H 3.3465 -9.7876 0.6125 0.1252
H 3.6568 -8.9391 2.1186 0.1169
H 1.9869 -8.4030 3.4677 0.0837
H 1.3195 -9.9876 3.8569 0.0854
H 0.3289 -8.8062 3.0071 0.0840
C -3.2879 8.7805 0.9191 -0.0760
C -3.9746 8.7023 -0.4276 -0.2074
O -5.1767 9.4898 -0.4618 0.0341
C -5.0061 10.7979 -0.5938 -0.4020
O -3.9697 11.3741 -0.7059 0.1794
C -6.3770 11.4960 -0.6244 -0.5691
F -7.1442 11.0839 0.3838 0.1739
F -7.0027 11.2120 -1.7682 0.1746
F -6.2322 12.8049 -0.5370 0.1882
H -3.9734 8.4856 1.7148 0.0889
H -2.4197 8.1238 0.9380 0.0185
H -2.9499 9.7926 1.1335 0.0818
H -4.2997 7.6838 -0.6302 0.1094
H -3.3136 9.0106 -1.2375 0.1287
```

Values from the calculation:
Energy in hartree: -2670.3125
Net charge: +1
Largest force on an atom in eV Å⁻¹: 1.069
Lowest unoccupied orbital energy in eV: -2.50

***

2.
# C30H55N3O12

C30H55N3O12 as an isolated structure (ωB97M-V/def2-TZVPD, the OMol25 dataset).

```
100
Properties=species:S:1:pos:R:3:lowdin_charge:R:1
O -0.6995 -2.5188 0.6822 -0.1023
C -0.4075 -3.6981 0.4581 -0.5214
N -0.7176 -4.2378 -0.6435 0.2220
C 0.3670 -4.5802 1.5015 0.0460
H -1.0921 -3.6645 -1.3859 -0.0666
H -0.4742 -5.1865 -0.8901 0.1371
H 0.8148 -5.4301 0.9866 0.0765
H -0.4405 -4.9912 2.1075 0.0949
H 1.1171 -3.9107 1.9225 0.0742
O -0.3014 0.4729 -0.3458 -0.0835
C 0.1052 -0.5122 0.2652 -0.4576
N 1.0299 -1.3273 -0.1791 0.1324
C -0.3775 -0.5983 1.7033 -0.0752
H 1.2992 -1.1232 -1.1309 0.0374
H 1.1445 -2.2621 0.1858 0.1197
H -1.4669 -0.6203 1.6749 0.0733
H -0.0184 0.2660 2.2621 0.1061
H -0.1101 -1.5566 2.1486 0.0643
C -1.5360 5.6119 -1.1851 -0.0693
C -1.1965 4.3687 -0.3981 -0.2927
N -0.1731 3.5766 -1.0423 -0.1056
C 0.5257 2.8140 0.0414 -0.1896
C 1.8559 2.2996 -0.5290 -0.0776
C -0.6793 2.7598 -2.1879 -0.2410
C 0.1830 3.0673 -3.4731 -0.0461
H -1.7992 5.4100 -2.2234 0.0717
H -0.7408 6.3482 -1.0687 0.0782
H -2.4262 6.0173 -0.7041 0.0720
H -0.8639 4.6841 0.5908 0.1155
H -2.0800 3.7932 -0.1221 0.0888
H -0.0265 1.9419 0.3916 0.0728
H 0.6258 3.4044 0.9522 0.1091
H 2.6439 3.0414 -0.6589 0.0975
H 1.8562 1.8072 -1.5015 0.0662
H 2.3114 1.5348 0.1001 -0.0089
H -0.6933 1.6992 -1.9369 0.0690
H -1.7309 3.0186 -2.3110 0.0895
H 1.2099 2.7598 -3.2752 0.0506
H -0.1875 2.4748 -4.3096 0.0544
H 0.1376 4.1077 -3.7948 0.0649
O 6.0052 -2.6105 -2.4375 0.0752
C 5.0668 -2.0384 -1.8661 -0.4568
O 4.6068 -2.3277 -0.6455 0.0531
C 3.4960 -1.6049 -0.2549 -0.1535
C 2.8857 -1.2545 -1.5759 -0.2000
C 4.1049 -1.0556 -2.4397 -0.0530
H 3.8745 -0.7818 0.3512 0.1370
H 2.9404 -2.3019 0.3724 0.1260
H 2.2869 -0.3467 -1.5010 0.1039
H 2.2602 -2.0326 -2.0133 -0.0483
H 4.7036 -0.1454 -2.4740 0.1329
H 3.9436 -1.4081 -3.4585 0.1274
O 2.5410 -1.0940 2.7837 0.0966
C 2.6599 0.1292 2.8323 -0.4279
O 3.2990 0.7050 3.8525 0.0391
C 3.2192 2.1702 3.6932 -0.0758
C 3.0356 2.2176 2.1632 -0.1758
C 2.0718 1.1555 1.8168 -0.1453
H 4.1996 2.5792 3.9373 0.1261
H 2.3843 2.6143 4.2351 0.1283
H 3.9933 2.1420 1.6483 0.1390
H 2.5955 3.1429 1.7914 0.1086
H 2.1494 0.8559 0.7717 0.0497
H 1.0584 1.4292 2.1106 0.1164
O -5.5241 -0.3063 -1.0202 0.1089
C -4.5703 0.4072 -0.7910 -0.4185
O -3.7519 0.3302 0.3645 0.0027
C -2.6344 1.2552 0.4020 -0.1038
C -2.5651 1.5892 -1.0822 -0.2509
C -3.9407 1.4494 -1.6207 -0.0682
H -1.6505 0.8237 0.5864 0.0687
H -2.8453 2.1261 1.0226 0.1320
H -2.0408 0.8125 -1.6390 0.0386
H -2.2391 2.6166 -1.2443 0.0419
H -3.8357 1.2577 -2.6886 0.1353
H -4.4291 2.3763 -1.3199 0.1479
O 1.2544 -2.6306 -1.9081 0.0948
C 0.2104 -2.1910 -2.4339 -0.2004
O -0.9897 -2.8915 -2.2997 -0.0047
C -2.1172 -2.1469 -2.7082 -0.0581
C -1.5204 -0.7462 -2.9782 -0.1358
C -0.1326 -1.0421 -3.4133 -0.0147
H -2.9000 -2.1717 -1.9502 0.1485
H -2.4231 -2.6921 -3.6011 0.1426
H -1.5396 -0.1075 -2.0952 0.0526
H -2.1027 -0.1520 -3.6824 0.1394
H 0.5729 -0.2115 -3.3892 0.1323
H -0.1433 -1.3085 -4.4702 0.1466
O 0.5196 -2.8786 3.5750 0.0255
C -0.6757 -2.5781 3.9160 -0.3210
O -1.2399 -2.9778 5.0951 0.0527
C -2.5047 -2.4388 5.1785 -0.1871
C -2.9330 -2.3784 3.7003 -0.1290
C -1.7008 -1.9161 3.0070 -0.1718
H -2.6371 -1.4677 5.6556 0.1266
H -3.2142 -3.0359 5.7514 0.1240
H -3.7371 -1.6626 3.5293 0.1174
H -3.3238 -3.2637 3.1986 0.1233
H -1.4600 -0.8531 3.0252 0.1058
H -1.6053 -2.1956 1.9578 0.0863
```

Values from the calculation:
Energy in hartree: -2242.5994
Largest force on an atom in eV Å⁻¹: 12.834
Lowest unoccupied orbital energy in eV: -0.59